P:
DFT (ωB97M-V/def2-TZVPD) results for an isolated molecule of C3H7N3O.

Last columns: bonded neighbours and bond lengths (Å).
Atoms and positions in Å:
1 O 1.69 1.16 -0.10  N11 1.394, C12 1.341
2 H -0.63 -0.94 0.52  N5 1.035
3 H -2.82 -1.48 -0.44  C4 1.126
4 C -2.53 -0.44 -0.09  H3 1.126, N5 1.466, H8 1.115, H13 1.185
5 N -1.07 -0.30 -0.16  H2 1.035, C4 1.466, N6 1.364
6 N -0.78 0.99 0.13  N5 1.364, C12 1.332
7 H 2.88 -1.92 0.35  C14 1.087
8 H -3.12 0.20 -0.79  C4 1.115
9 H 0.40 2.59 -0.13  C12 1.030
10 H 3.95 -0.23 0.17  C14 1.259
11 N 1.76 -0.23 -0.22  O1 1.394, C14 1.347
12 C 0.41 1.56 -0.08  O1 1.341, N6 1.332, H9 1.030
13 H -3.05 -0.04 0.89  C4 1.185
14 C 2.91 -0.91 -0.05  H7 1.087, H10 1.259, N11 1.347

Properties
HOMO energy ... -0.303 Ha
Spin multiplicity ... 1
Structure (SMILES) ... C=NO/C=N\NC
Kohn-Sham gap ... 8.62 eV
E_LUMO ... 0.384 eV

Q:
DFT (ωB97M-V/def2-TZVPD) results for a cluster of 2 separate species, C3H7N3O in total.

Last columns: bonded neighbours and bond lengths (Å).
Atoms and positions in Å:
1 C -3.02 0.74 0.00  O14 1.185
2 H -0.62 1.95 0.71  C6 1.167
3 N -0.41 -1.00 -0.14  N7 1.241, C8 1.534, N12 1.302
4 H 1.32 -0.04 0.27  C8 1.075
5 H 0.54 1.25 -0.76  C6 1.152
6 C -0.51 1.41 -0.32  H2 1.167, H5 1.152, H10 1.082, N12 1.446
7 N -0.89 -2.14 -0.11  N3 1.241, H9 1.102
8 C 1.11 -1.07 0.03  N3 1.534, H4 1.075, H11 1.041, H13 1.115
9 H -1.98 -2.26 -0.24  N7 1.102
10 H -1.31 1.86 -0.88  C6 1.082
11 H 1.49 -1.74 0.73  C8 1.041
12 N -1.09 0.11 -0.09  N3 1.302, C6 1.446
13 H 1.49 -1.27 -1.01  C8 1.115
14 O -3.85 -0.09 -0.16  C1 1.185

Properties
HOMO energy ... -0.321 Ha
Spin multiplicity ... 1
Kohn-Sham gap ... 9.50 eV
E_LUMO ... 0.770 eV

R:
DFT (ωB97M-V/def2-TZVPD) results for an isolated molecule of C3H7N3O.

Last columns: bonded neighbours and bond lengths (Å).
Atoms and positions in Å:
1 N -0.62 0.52 0.33  N6 1.349, C13 1.382
2 C 0.26 2.67 1.38  H4 1.108, H5 1.202, N6 1.518, H9 1.052
3 H -1.96 -0.74 -1.19  C8 1.073
4 H 1.13 3.22 1.79  C2 1.108
5 H -0.54 2.60 2.27  C2 1.202
6 N 0.35 1.22 0.96  N1 1.349, C2 1.518, H10 1.106
7 N 1.21 -0.90 -0.05  H12 1.093, C13 1.279, H14 1.007
8 C -1.01 -1.23 -1.17  H3 1.073, O11 1.232, C13 1.513
9 H -0.02 3.44 0.71  C2 1.052
10 H 0.75 0.53 1.72  N6 1.106
11 O -0.60 -2.30 -1.62  C8 1.232
12 H 1.34 -1.92 -0.40  N7 1.093
13 C 0.02 -0.50 -0.33  N1 1.382, N7 1.279, C8 1.513
14 H 1.93 -0.21 0.08  N7 1.007

Properties
HOMO energy ... -0.288 Ha
Spin multiplicity ... 1
Structure (SMILES) ... CN/N=C(\N)C=O
Kohn-Sham gap ... 8.21 eV
E_LUMO ... 0.376 eV

S:
DFT (ωB97M-V/def2-TZVPD) results for an isolated molecule of C3H7N3O.

Last columns: bonded neighbours and bond lengths (Å).
Atoms and positions in Å:
1 N -0.93 0.65 1.24  H2 1.014, H5 1.012, C14 1.439
2 H -1.89 0.33 1.35  N1 1.014
3 C 1.25 0.45 -0.04  N4 1.337, O6 1.199, C14 1.643
4 N 1.60 -0.81 0.25  C3 1.337, H8 1.017, C9 1.701
5 H -0.37 0.38 2.03  N1 1.012
6 O 1.82 1.46 -0.34  C3 1.199
7 H -0.04 -1.68 -1.14  C9 1.088
8 H 2.53 -1.16 0.03  N4 1.017
9 C 0.00 -1.25 -0.14  N4 1.701, H7 1.088, H12 1.086, C14 1.506
10 H -1.75 1.43 -0.90  N13 1.016
11 H -0.50 1.22 -1.83  N13 1.013
12 H -0.28 -1.94 0.65  C9 1.086
13 N -1.06 0.72 -1.15  H10 1.016, H11 1.013, C14 1.426
14 C -0.37 0.20 -0.01  N1 1.439, C3 1.643, C9 1.506, N13 1.426

Properties
HOMO energy ... -0.327 Ha
Spin multiplicity ... 1
Structure (SMILES) ... NC1(N)CNC1=O
Kohn-Sham gap ... 9.86 eV
E_LUMO ... 0.956 eV

What is the least stable structure shown above? It is P.